Entry a
{"formula": "C4H9NS", "method": "ωB97M-V with the def2-TZVPD basis set", "elements": ["C", "C", "C", "C", "H", "H", "H", "H", "H", "H", "H", "H", "H", "N", "S"], "coordinates": [[-1.86, 0.71, -0.66], [-1.18, -0.10, 0.51], [-0.55, -1.34, 0.26], [3.05, 0.62, -0.07], [-1.22, 0.55, -1.52], [-3.31, 0.46, -0.78], [-1.84, 1.92, -0.11], [-0.16, 0.56, 0.86], [-1.99, -0.10, 1.27], [-0.32, -1.62, 1.36], [-0.86, -2.29, -0.25], [3.47, 0.07, -1.04], [3.75, 1.48, 0.13], [1.87, 0.37, 0.42], [1.17, -1.29, -0.39]], "mulliken_charge": [-0.89, -0.46, -0.48, -0.16, 0.32, 0.22, 0.21, 0.39, 0.32, 0.24, 0.32, 0.14, 0.26, -0.44, 0.00], "lumo_energy_ha": 0.023, "homo_ev": -8.71, "spin_multiplicity": 1, "gap_ev": 9.338}



Entry b
{"formula": "C4H9NS", "method": "ωB97M-V with the def2-TZVPD basis set", "elements": ["C", "C", "C", "C", "N", "S", "H", "H", "H", "H", "H", "H", "H", "H", "H"], "coordinates": [[1.63, -0.72, -0.39], [-0.69, 1.74, 0.89], [-0.41, -1.91, -0.12], [-0.47, 1.28, -0.49], [0.36, -0.71, -0.18], [2.47, 0.71, -0.50], [2.14, -1.67, -0.26], [0.18, 2.09, 1.49], [-1.41, 2.60, 0.85], [-1.17, 0.98, 1.46], [-0.26, -2.60, -1.15], [-0.16, -2.62, 0.62], [-1.42, -1.68, -0.17], [-1.18, 0.88, -1.01], [0.38, 1.63, -1.06]], "mulliken_charge": [-0.19, -0.72, -0.99, -0.42, -0.17, -0.43, 0.34, 0.25, 0.31, 0.29, 0.29, 0.37, 0.33, 0.32, 0.41], "lumo_energy_ha": -0.010, "homo_ev": -7.70, "spin_multiplicity": 1, "gap_ev": 7.432}



Quick look at relative energies in hartree: entry a 0.0664; entry b 0.0000.



Entry a
{"formula": "C2H4N2O2S", "method": "ωB97M-V with the def2-TZVPD basis set", "elements": ["C", "C", "N", "N", "O", "O", "S", "H", "H", "H", "H"], "coordinates": [[0.82, 0.20, 0.27], [0.21, -0.90, -0.51], [0.25, 1.53, 0.08], [0.66, 2.60, 0.13], [-2.17, -1.31, 0.88], [-1.61, 0.82, -0.31], [-1.76, -0.73, -0.34], [0.60, 0.15, 1.31], [1.95, 0.15, 0.12], [0.48, -0.58, -1.47], [0.58, -1.94, -0.18]], "mulliken_charge": [-0.46, -0.59, 0.52, -0.69, -0.46, -0.42, 0.65, 0.33, 0.37, 0.39, 0.35], "lumo_energy_ha": [0.023, -0.104], "homo_ev": [-6.87, -10.97], "spin_multiplicity": 3, "gap_ev": [7.481, 8.144]}



Entry b
{"formula": "C2H4N2O2S", "method": "ωB97M-V with the def2-TZVPD basis set", "elements": ["C", "C", "N", "N", "O", "O", "S", "H", "H", "H", "H"], "coordinates": [[2.20, -0.63, 0.10], [-0.51, -0.35, -0.09], [2.37, 0.69, -0.09], [4.14, 0.68, 0.41], [3.08, -1.32, 0.58], [4.96, 0.69, -0.37], [0.76, -1.64, -0.30], [-0.40, 0.60, -0.78], [-0.75, -0.03, 0.92], [-1.28, -0.90, -0.59], [1.55, 1.04, 0.58]], "mulliken_charge": [0.54, -0.92, -0.36, 0.22, -0.48, -0.27, 0.00, 0.31, 0.35, 0.29, 0.32], "lumo_energy_ha": [0.016, -0.084], "homo_ev": [-7.67, -9.53], "spin_multiplicity": 3, "gap_ev": [8.097, 7.242]}



Quick look at relative energies in hartree: entry a 0.0000; entry b 0.0201.



Entry a
{"formula": "C6H15N", "method": "ωB97M-V with the def2-TZVPD basis set", "elements": ["C", "C", "C", "C", "C", "C", "N", "H", "H", "H", "H", "H", "H", "H", "H", "H", "H", "H", "H", "H", "H", "H"], "coordinates": [[-0.02, 1.79, 1.09], [0.62, 1.10, -0.16], [-0.04, -0.25, -0.44], [-1.56, -0.13, -0.59], [0.29, -1.29, 0.67], [0.82, -2.65, 0.17], [0.57, 1.93, -1.35], [-0.89, 2.34, 0.73], [-0.29, 1.06, 1.85], [0.65, 2.59, 1.40], [1.67, 0.94, 0.12], [0.35, -0.66, -1.37], [-1.89, 0.70, -1.23], [-2.03, -1.02, -1.04], [-2.02, -0.01, 0.38], [1.01, -0.84, 1.36], [-0.61, -1.45, 1.27], [0.75, -2.67, -0.91], [0.18, -3.48, 0.47], [1.85, -2.80, 0.49], [-0.38, 1.97, -1.70], [1.00, 2.83, -1.21]], "mulliken_charge": [-2.68, -1.07, 1.46, -3.37, -1.14, -1.08, -0.81, 0.08, 0.78, 1.21, 0.43, 0.41, 0.96, 0.45, 0.59, 0.28, 0.28, 0.35, 0.43, 0.28, 0.45, 0.69], "lumo_energy_ha": [0.147, 0.145], "homo_ev": [1.46, -5.46], "spin_multiplicity": 2, "charge": -1, "gap_ev": [2.548, 9.406]}



Entry b
{"formula": "C6H15N", "method": "ωB97M-V with the def2-TZVPD basis set", "elements": ["C", "C", "C", "N", "C", "C", "C", "H", "H", "H", "H", "H", "H", "H", "H", "H", "H", "H", "H", "H", "H", "H"], "coordinates": [[1.67, 0.09, 1.39], [1.53, 1.52, 1.96], [1.57, 0.10, -0.13], [0.24, 0.37, -0.69], [-0.77, -0.50, -0.06], [-2.10, -0.46, -0.85], [-1.98, -1.10, -2.20], [1.00, -0.53, 1.97], [2.64, -0.34, 1.68], [2.35, 2.16, 1.67], [1.39, 1.46, 3.05], [0.56, 1.92, 1.65], [2.30, 0.88, -0.39], [1.92, -0.80, -0.65], [-0.02, 1.31, -0.41], [-0.29, -1.48, 0.01], [-1.02, -0.15, 0.94], [-2.34, 0.60, -0.90], [-2.77, -1.07, -0.24], [-1.33, -0.65, -2.96], [-1.62, -2.13, -2.11], [-2.93, -1.20, -2.75]], "mulliken_charge": [-0.42, -3.22, -1.37, 0.05, -1.36, -0.15, -1.44, 0.25, 0.89, 0.62, 1.33, 0.29, 0.59, 0.25, 0.30, 0.40, -0.03, 0.44, 0.44, 0.33, 0.32, 0.49], "lumo_energy_ha": [0.144, 0.140], "homo_ev": [1.42, -5.37], "spin_multiplicity": 2, "charge": -1, "gap_ev": [2.515, 9.169]}



Quick look at relative energies in hartree: entry a 0.0000; entry b 0.0113.



Entry a
{"formula": "C19H28N2O4S", "method": "ωB97M-V with the def2-TZVPD basis set", "elements": ["C", "H", "O", "C", "C", "C", "C", "C", "C", "H", "H", "S", "O", "O", "N", "C", "C", "H", "H", "C", "N", "C", "O", "C", "C", "C", "C", "C", "C", "H", "H", "H", "H", "H", "H", "H", "H", "H", "H", "H", "H", "C", "C", "H", "H", "H", "H", "H", "H", "H", "H", "H", "H", "H"], "coordinates": [[-7.75, -1.23, 0.54], [-8.48, -1.87, 1.02], [-6.50, -1.82, 0.81], [-5.38, -1.24, 0.33], [-4.17, -1.89, 0.63], [-2.97, -1.38, 0.19], [-2.96, -0.21, -0.55], [-4.14, 0.45, -0.85], [-5.35, -0.06, -0.42], [-6.26, 0.46, -0.67], [-4.09, 1.35, -1.44], [-1.42, 0.50, -1.10], [-0.36, -0.42, -0.78], [-1.55, 0.93, -2.47], [-1.37, 1.87, -0.15], [-0.83, 3.07, -0.75], [0.71, 3.06, -0.76], [1.07, 4.08, -0.91], [1.05, 2.46, -1.61], [1.29, 2.46, 0.53], [1.78, 1.12, 0.31], [3.03, 0.74, 0.65], [3.83, 1.49, 1.18], [3.35, -0.69, 0.24], [3.85, -0.68, -1.21], [4.23, -2.08, -1.66], [5.31, -2.66, -0.74], [4.81, -2.69, 0.70], [4.42, -1.28, 1.16], [5.29, -0.63, 1.14], [4.05, -1.31, 2.18], [5.59, -3.08, 1.36], [3.94, -3.35, 0.77], [6.21, -2.04, -0.80], [5.57, -3.67, -1.06], [4.60, -2.05, -2.69], [3.35, -2.72, -1.64], [4.72, -0.01, -1.28], [3.06, -0.28, -1.86], [2.44, -1.29, 0.30], [1.15, 0.46, -0.13], [0.23, 2.47, 1.65], [-1.00, 1.65, 1.24], [-0.79, 0.58, 1.35], [-1.85, 1.90, 1.88], [-0.06, 3.50, 1.85], [0.65, 2.05, 2.56], [2.16, 3.04, 0.87], [-1.21, 3.10, -1.77], [-1.21, 3.93, -0.20], [-2.04, -1.88, 0.40], [-4.22, -2.80, 1.21], [-7.94, -1.18, -0.53], [-7.82, -0.22, 0.97]], "mulliken_charge": [-0.83, 0.24, -0.43, 0.91, -0.79, -0.06, -0.33, -0.98, -0.36, 0.39, 0.42, 1.39, -0.80, -0.80, 0.11, -1.03, -0.86, 0.38, 0.32, -0.15, 0.28, 0.16, -0.74, 0.71, -0.77, -0.67, -0.66, -0.67, -1.11, 0.27, 0.43, 0.36, 0.35, 0.32, 0.32, 0.36, 0.32, 0.33, 0.28, 0.28, 0.19, -1.12, -0.76, 0.48, 0.32, 0.41, 0.44, 0.60, 0.51, 0.42, 0.53, 0.43, 0.34, 0.34], "lumo_energy_ha": 0.019, "homo_ev": -9.08, "spin_multiplicity": 1, "gap_ev": 9.585}



Entry b
{"formula": "C19H28N2O4S", "method": "ωB97M-V with the def2-TZVPD basis set", "elements": ["C", "H", "O", "C", "C", "C", "C", "C", "C", "S", "O", "O", "N", "C", "H", "C", "H", "H", "C", "C", "O", "N", "H", "C", "C", "H", "H", "C", "H", "H", "C", "H", "H", "C", "H", "H", "H", "C", "H", "C", "H", "H", "H", "H", "H", "H", "C", "H", "H", "H", "H", "H", "H", "H"], "coordinates": [[1.60, 0.82, -3.06], [0.88, 1.24, -3.72], [1.10, 0.38, -2.00], [1.86, -0.43, -1.18], [1.97, -1.96, -1.45], [2.70, -2.58, -0.38], [3.35, -1.99, 0.76], [3.27, -0.47, 0.61], [2.44, 0.26, -0.22], [2.42, 1.97, 0.14], [3.03, 2.47, 1.39], [2.70, 2.82, -1.13], [0.82, 2.21, 0.33], [-0.03, 2.92, -0.61], [0.54, 3.47, -1.41], [-1.33, 3.54, 0.04], [-0.89, 4.29, 0.53], [-1.94, 3.84, -0.82], [-1.94, 2.74, 0.78], [-2.73, 1.60, 0.09], [-3.30, 1.85, -1.15], [-2.78, 0.38, 0.59], [-2.16, 0.18, 1.33], [-3.17, -0.79, -0.18], [-1.92, -1.39, -1.25], [-1.06, -0.84, -1.33], [-2.26, -2.30, -1.88], [-1.42, -2.37, 0.04], [-0.90, -3.36, -0.21], [-0.85, -2.04, 0.91], [-2.75, -2.96, 0.60], [-3.14, -3.93, -0.08], [-2.62, -3.38, 1.69], [-3.79, -2.03, 0.52], [-4.02, -1.54, 1.53], [-4.67, -2.03, 0.16], [-3.77, -0.42, -1.27], [-1.10, 2.18, 2.22], [-1.61, 1.52, 2.67], [0.04, 1.63, 1.47], [0.97, 1.22, 2.32], [-0.23, 0.62, 1.11], [-0.88, 2.99, 2.55], [-2.92, 3.05, 1.33], [-0.51, 2.04, -1.32], [3.96, -0.01, 1.51], [4.41, -2.75, 1.56], [4.73, -2.19, 2.43], [5.27, -2.83, 0.90], [3.71, -3.49, 1.90], [2.88, -3.51, -0.60], [1.43, -2.23, -2.14], [2.21, 0.09, -3.83], [2.34, 1.51, -2.79]], "mulliken_charge": [-1.04, 0.31, 0.17, 0.25, -1.27, -0.60, 0.19, -0.71, 0.64, 1.23, -0.72, -0.76, 0.07, -0.33, 0.53, -1.71, 0.45, 0.36, 0.86, 0.23, -0.73, 0.03, 0.33, -0.11, -0.07, -0.30, 0.46, -0.65, 0.31, 0.30, -0.31, 0.19, 0.28, -1.58, 0.29, 0.65, 0.42, -2.19, 0.77, 0.29, 0.17, 0.14, 0.76, 0.30, 0.07, 0.11, -1.42, 0.35, 0.34, 0.43, 0.69, 0.91, 0.17, 0.45], "lumo_energy_ha": 0.005, "homo_ev": -8.72, "spin_multiplicity": 1, "gap_ev": 8.841}



Quick look at relative energies in hartree: entry a 0.0000; entry b 0.6390.